Here is 10 unconnected molecules or ions with the total composition C28H73NO25S8 from the Open Molecules 2025 dataset. Energies are from the ωB97M-V functional and the def2-TZVPD basis.

```
135
Properties=species:S:1:pos:R:3:lowdin_charge:R:1
C -4.363 -10.406 -8.014 -0.07
C -4.883 -11.174 -9.194 -0.27
O -5.210 -10.287 -10.324 -0.27
S -5.595 -11.006 -11.795 0.67
C -7.452 -11.090 -11.601 -0.09
O -5.350 -9.938 -12.757 -0.31
O -4.955 -12.301 -11.872 -0.30
H -5.022 -9.636 -7.614 0.08
H -3.384 -10.031 -8.314 0.08
H -4.152 -11.094 -7.195 0.08
H -4.063 -11.819 -9.509 0.11
H -5.687 -11.883 -8.996 0.11
H -7.898 -11.710 -12.378 0.06
H -7.748 -10.049 -11.734 0.06
H -7.764 -11.427 -10.613 0.06
C 0.282 -12.590 -15.925 -0.08
C -0.935 -13.159 -15.238 -0.32
O -0.650 -14.234 -14.432 -0.26
S 0.368 -14.015 -13.172 0.66
C -0.477 -15.257 -12.037 -0.09
O 1.629 -14.620 -13.558 -0.30
O 0.293 -12.687 -12.608 -0.28
H 1.026 -13.373 -16.076 0.08
H 0.766 -11.759 -15.411 0.08
H -0.006 -12.189 -16.897 0.08
H -1.485 -12.425 -14.649 0.12
H -1.514 -13.584 -16.058 0.12
H -1.559 -15.123 -12.059 0.06
H -0.053 -15.227 -11.034 0.06
H -0.164 -16.175 -12.534 0.06
C -15.358 -21.405 -3.650 -0.07
C -15.092 -20.867 -5.029 -0.36
O -15.623 -19.611 -5.157 -0.25
S -15.909 -19.077 -6.714 0.72
C -14.139 -18.799 -7.232 -0.10
O -16.605 -20.143 -7.450 -0.30
O -16.499 -17.720 -6.626 -0.31
H -14.824 -20.789 -2.926 0.08
H -14.958 -22.411 -3.527 0.08
H -16.403 -21.579 -3.393 0.09
H -14.057 -20.784 -5.361 0.12
H -15.504 -21.685 -5.620 0.12
H -14.227 -18.182 -8.126 0.06
H -13.775 -19.749 -7.622 0.06
H -13.499 -18.322 -6.489 0.07
C -8.125 -11.559 -17.650 -0.07
C -7.568 -12.947 -17.665 -0.34
O -8.168 -13.708 -16.654 -0.28
S -8.234 -15.399 -16.741 0.72
C -6.373 -15.674 -16.787 -0.09
O -8.819 -15.942 -15.486 -0.31
O -8.742 -15.776 -18.056 -0.31
H -9.193 -11.638 -17.853 0.09
H -7.667 -11.001 -18.466 0.08
H -7.960 -11.020 -16.717 0.08
H -7.576 -13.387 -18.662 0.12
H -6.522 -12.857 -17.370 0.11
H -6.285 -16.743 -16.977 0.06
H -6.031 -15.477 -15.771 0.07
H -5.883 -15.133 -17.596 0.06
C -12.654 -13.786 -2.566 -0.07
C -11.186 -13.421 -2.877 -0.27
O -10.986 -12.067 -2.440 -0.29
S -9.399 -11.555 -2.366 0.71
C -9.787 -10.154 -1.162 -0.09
O -8.569 -12.564 -1.655 -0.33
O -8.944 -11.110 -3.685 -0.30
H -12.834 -14.760 -3.022 0.08
H -13.434 -13.137 -2.965 0.08
H -12.816 -13.832 -1.490 0.08
H -10.573 -14.157 -2.356 0.11
H -11.009 -13.510 -3.948 0.12
H -10.711 -9.653 -1.453 0.06
H -8.947 -9.465 -1.248 0.06
H -9.784 -10.421 -0.106 0.07
C -3.865 -17.162 -2.215 -0.07
C -4.972 -17.511 -1.244 -0.31
O -4.541 -17.344 0.090 -0.27
S -5.472 -17.853 1.380 0.68
C -6.616 -16.417 1.486 -0.10
O -6.187 -19.069 1.005 -0.30
O -4.622 -17.759 2.564 -0.30
H -3.576 -16.111 -2.209 0.08
H -4.312 -17.265 -3.204 0.08
H -3.006 -17.826 -2.119 0.08
H -5.903 -16.992 -1.470 0.12
H -5.207 -18.559 -1.429 0.11
H -7.312 -16.710 2.272 0.07
H -7.217 -16.400 0.577 0.06
H -6.019 -15.531 1.704 0.07
C -2.467 -24.981 -5.401 -0.06
C -3.765 -24.244 -5.700 -0.31
O -4.442 -24.916 -6.721 -0.27
S -5.661 -24.141 -7.476 0.71
C -7.136 -24.788 -6.421 -0.07
O -5.456 -22.689 -7.350 -0.32
O -5.783 -24.813 -8.799 -0.32
H -1.788 -24.901 -6.250 0.08
H -2.671 -26.052 -5.395 0.08
H -2.005 -24.657 -4.468 0.08
H -4.394 -24.227 -4.810 0.11
H -3.652 -23.192 -5.962 0.11
H -7.340 -25.810 -6.739 0.06
H -7.902 -24.034 -6.599 0.06
H -6.835 -24.741 -5.374 0.05
C -13.259 -9.135 -13.026 -0.04
C -13.995 -9.882 -11.871 -0.30
O -13.038 -10.387 -11.031 -0.28
S -13.422 -11.493 -9.889 0.68
C -14.193 -10.329 -8.703 -0.12
O -14.511 -12.367 -10.393 -0.31
O -12.172 -11.970 -9.334 -0.28
H -13.904 -8.934 -13.882 0.07
H -12.381 -9.614 -13.459 0.08
H -13.016 -8.136 -12.666 0.07
H -14.603 -9.246 -11.228 0.11
H -14.621 -10.675 -12.278 0.12
H -14.547 -10.795 -7.784 0.07
H -15.053 -9.793 -9.104 0.06
H -13.407 -9.608 -8.477 0.07
C -10.031 -21.495 -11.442 -0.07
C -10.917 -22.371 -10.642 -0.28
N -11.565 -23.117 -10.075 0.12
H -10.574 -20.550 -11.462 0.07
H -9.830 -21.807 -12.466 0.08
H -9.061 -21.318 -10.977 0.08
C -8.385 -16.620 -9.425 -0.10
C -7.021 -16.914 -10.038 -0.34
O -6.098 -17.128 -9.008 -0.07
H -8.277 -15.852 -8.660 0.07
H -8.852 -17.482 -8.948 0.06
H -9.093 -16.185 -10.130 0.07
H -6.831 -16.022 -10.635 0.11
H -6.990 -17.748 -10.740 0.11
H -6.043 -18.072 -8.842 0.08
```

Results
Total energy: -169570.0290 eV
Energy above the lowest of the compared OMol25 structures with the same formula, charge and spin: 564.96 kJ/mol
HOMO-LUMO gap: 10.38 eV
SMILES: CCOS(C)(=O)=O.CCOS(C)(=O)=O.CCOS(C)(=O)=O.CCOS(C)(=O)=O.CCOS(C)(=O)=O.CCOS(C)(=O)=O.CCOS(C)(=O)=O.CCOS(C)(=O)=O.CC#N.CCO

Here is 10 unconnected molecules or ions with the total composition C28H74Cl4O28P6 from the Open Molecules 2025 dataset. Energies are from the ωB97M-V functional and the def2-TZVPD basis.

```
140
Properties=species:S:1:pos:R:3:lowdin_charge:R:1
C -2.794 -5.283 -6.229 -0.08
O -1.529 -4.648 -6.011 -0.21
P -0.981 -4.380 -4.553 0.38
O -0.792 -5.552 -3.688 -0.22
O -1.929 -3.225 -3.982 -0.19
C -1.608 -2.679 -2.715 -0.14
O 0.377 -3.594 -4.871 -0.23
C 1.455 -4.293 -5.477 -0.09
H -2.972 -6.044 -5.469 0.09
H -2.770 -5.739 -7.219 0.09
H -3.619 -4.578 -6.124 0.09
H -2.409 -2.830 -1.992 0.08
H -1.411 -1.608 -2.769 0.06
H -0.752 -3.160 -2.243 0.07
H 1.968 -3.600 -6.144 0.09
H 1.053 -5.145 -6.026 0.08
H 2.159 -4.653 -4.728 0.09
C -1.608 -1.494 4.232 -0.12
O -0.546 -0.946 3.511 -0.25
P 0.987 -0.843 4.137 0.53
O 2.026 -0.537 3.138 -0.22
O 0.814 0.202 5.355 -0.25
C 1.900 0.419 6.192 -0.12
O 1.154 -2.312 4.899 -0.21
C 2.125 -3.223 4.394 -0.12
H -2.534 -1.203 3.737 0.10
H -1.608 -1.122 5.257 0.09
H -1.569 -2.576 4.356 0.09
H 2.274 1.398 5.892 0.08
H 2.683 -0.339 6.221 0.10
H 1.556 0.592 7.212 0.10
H 1.688 -4.189 4.140 0.06
H 2.888 -3.463 5.134 0.09
H 2.713 -2.868 3.548 0.08
C 2.094 -6.666 2.854 -0.16
O 1.579 -6.252 1.658 -0.22
P -0.013 -5.981 1.541 0.46
O -0.848 -6.871 2.359 -0.23
O -0.126 -4.445 1.994 -0.21
C 0.563 -3.435 1.301 -0.13
O -0.244 -6.093 -0.082 -0.20
C -1.542 -6.023 -0.600 -0.13
H 1.530 -6.316 3.719 0.08
H 3.123 -6.343 3.013 0.10
H 1.950 -7.746 2.805 0.10
H 1.607 -3.421 1.611 0.08
H 0.145 -2.457 1.539 0.05
H 0.415 -3.515 0.224 0.08
H -1.685 -6.833 -1.315 0.09
H -1.632 -5.141 -1.234 0.05
H -2.366 -5.957 0.110 0.09
C 4.799 5.975 -0.131 -0.06
O 3.795 6.324 -1.130 -0.24
P 2.395 7.010 -0.740 0.42
O 2.407 8.007 0.353 -0.24
O 1.918 7.697 -2.128 -0.21
C 2.856 8.498 -2.752 -0.15
O 1.321 5.839 -0.458 -0.24
C 1.421 4.864 0.619 -0.08
H 5.703 5.632 -0.634 0.09
H 4.446 5.176 0.521 0.06
H 5.031 6.803 0.538 0.09
H 2.334 9.420 -3.006 0.10
H 3.065 8.050 -3.724 0.09
H 3.825 8.717 -2.302 0.09
H 2.304 4.969 1.248 0.08
H 1.559 3.868 0.200 0.05
H 0.464 4.810 1.138 0.07
C -3.249 3.141 0.760 -0.06
O -2.890 2.663 2.112 -0.24
P -1.549 3.219 2.894 0.51
O -0.277 2.643 2.343 -0.25
O -1.609 4.853 2.949 -0.23
C -2.843 5.507 3.383 -0.07
O -1.898 2.755 4.424 -0.22
C -0.848 2.878 5.375 -0.10
H -2.396 3.727 0.420 0.08
H -4.194 3.653 0.582 0.09
H -3.327 2.293 0.079 0.06
H -3.523 4.835 3.907 0.09
H -3.414 5.997 2.594 0.08
H -2.530 6.390 3.941 0.09
H -0.516 1.866 5.609 0.07
H -1.203 3.375 6.277 0.09
H 0.035 3.429 5.051 0.09
C -7.073 -4.349 0.029 -0.10
O -7.601 -3.090 -0.439 -0.22
P -6.610 -1.907 -0.994 0.50
O -5.589 -2.439 -1.930 -0.24
O -7.711 -0.883 -1.594 -0.23
C -8.837 -0.545 -0.815 -0.12
O -6.092 -1.048 0.329 -0.24
C -5.178 0.032 0.183 -0.12
H -6.042 -4.605 -0.215 0.08
H -7.621 -5.199 -0.379 0.08
H -7.161 -4.505 1.104 0.08
H -8.718 0.525 -0.647 0.09
H -8.894 -0.992 0.178 0.09
H -9.701 -0.730 -1.454 0.10
H -4.170 -0.368 0.080 0.03
H -5.233 0.682 1.057 0.09
H -5.430 0.631 -0.693 0.09
C 0.781 -0.183 -4.416 -0.05
C 2.285 -0.281 -4.657 -0.23
O 2.893 -1.267 -3.868 -0.01
C 4.174 -1.498 -3.968 -0.53
C 4.614 -2.451 -2.850 0.03
O 4.997 -0.924 -4.699 0.07
H 0.585 -0.091 -3.348 0.03
H 0.387 -1.150 -4.728 0.06
H 0.264 0.657 -4.879 0.08
H 2.517 -0.521 -5.694 0.13
H 2.658 0.736 -4.534 0.11
H 5.657 -2.732 -2.998 0.09
H 3.967 -3.325 -2.924 0.08
H 4.365 -1.919 -1.932 0.08
C 3.727 2.590 -1.253 -0.05
C 4.633 2.463 -0.023 -0.22
O 3.827 2.624 1.145 -0.03
C 4.344 2.182 2.325 -0.47
C 3.454 2.385 3.500 0.00
O 5.502 1.761 2.508 0.07
H 4.156 2.297 -2.211 0.09
H 3.447 3.643 -1.298 0.05
H 2.865 1.950 -1.065 0.04
H 5.090 1.474 0.020 0.12
H 5.425 3.200 -0.158 0.11
H 3.496 1.473 4.095 0.06
H 2.402 2.554 3.270 0.07
H 3.761 3.274 4.051 0.10
Cl 0.218 5.282 -4.550 0.48
C 0.996 4.096 -3.384 -0.99
Cl -0.089 3.353 -2.257 0.59
H 1.556 3.321 -3.908 0.02
H 1.719 4.740 -2.884 -0.01
Cl -1.456 -0.366 -0.071 0.55
C 0.173 0.374 0.278 -0.95
Cl 1.383 -0.535 -0.607 0.59
H 0.154 1.400 -0.092 -0.01
H 0.382 0.326 1.346 -0.01
```

Results
Total energy: -193401.0758 eV
Energy above the lowest of the compared OMol25 structures with the same formula, charge and spin: 263.02 kJ/mol
HOMO-LUMO gap: 10.51 eV
SMILES: COP(=O)(OC)OC.COP(=O)(OC)OC.COP(=O)(OC)OC.COP(=O)(OC)OC.COP(=O)(OC)OC.COP(=O)(OC)OC.CCOC(C)=O.CCOC(C)=O.ClCCl.ClCCl

Question: What is the total energy in the second record?
Answer: -193401.0758 eV

Question: What is the formula in the second record?
Answer: C28H74Cl4O28P6

Question: Which of these has the lowest energy above the lowest of the compared OMol25 structures with the same formula, charge and spin?
Answer: C28H74Cl4O28P6